Computed, not measured: C30H48P2RuSe as an isolated structure, with wB97M-V/def2-TZVPD.

Its frontier orbital gap (spin up / spin down) is 6.67 / 5.73 eV. Its multiplicity is 6. Its energy above the lowest of the compared OMol25 structures with the same formula, charge and spin is 0.0 kcal/mol. As for the HOMO energy (spin up / spin down): -8.4 / -10.3 eV. Its net charge is +1.

Element x y z (Å)
Ru1 -0.69330 -0.07968 0.76050
C1 -2.47272 1.05938 1.25170
C2 -3.00243 1.05332 -0.10345
C3 -3.19099 -1.10130 0.70984
C4 -2.62632 -0.30231 1.77313
C5 -3.42524 -0.26034 -0.41151
C6 -2.24611 2.23686 2.12814
H1 -2.14879 3.15739 1.54323
H2 -1.33522 2.09749 2.72522
H3 -3.08696 2.35063 2.83046
C7 -2.64703 -0.62300 3.21767
H4 -2.95755 0.25088 3.80126
H5 -1.64453 -0.91115 3.55931
H6 -3.34485 -1.44312 3.41919
C8 -3.64645 -2.49741 0.87556
H7 -4.51170 -2.54654 1.55771
H8 -2.85435 -3.12339 1.31134
H9 -3.95441 -2.94162 -0.07899
C9 -4.16871 -0.67251 -1.63207
H10 -5.23807 -0.79568 -1.40507
H11 -3.80127 -1.63202 -2.01757
H12 -4.08001 0.07944 -2.42413
C10 -3.21983 2.25166 -0.95082
H13 -4.29361 2.48955 -1.03043
H14 -2.85263 2.08417 -1.97589
H15 -2.71908 3.13457 -0.53653
C11 3.94605 2.35610 -0.29070
C12 3.11489 3.41325 -0.19573
C13 2.96727 4.43069 -1.28050
C14 2.80804 3.83434 -2.70622
C15 2.06495 2.53511 -2.77210
C16 2.68245 1.34039 -2.82458
C17 4.16702 1.17047 -2.61035
C18 4.80273 2.04332 -1.48313
H16 3.85297 5.09360 -1.28490
H17 3.80545 3.71543 -3.14904
H18 2.10334 5.07629 -1.05737
H19 5.20091 2.96958 -1.92515
H20 4.17461 1.75023 0.59477
H21 2.68710 3.70975 0.76487
H22 5.66890 1.47330 -1.10437
H23 4.37384 0.11025 -2.38582
H24 2.14347 0.45893 -3.18202
H25 4.70539 1.38624 -3.55015
H26 2.26887 4.57968 -3.31509
H27 0.98486 2.61927 -2.93774
P1 1.10706 1.17898 0.72579
P2 -0.11582 -1.21431 -1.15474
C19 2.20738 0.04418 -0.22982
C20 1.69713 -1.21028 -0.97532
H28 3.05412 -0.22582 0.41752
H29 2.57264 0.74971 -0.98198
H30 2.12679 -1.26954 -1.98889
H31 2.00869 -2.11576 -0.43849
C21 -0.68667 -2.91602 -1.30839
H32 -1.78026 -2.92628 -1.41538
H33 -0.40669 -3.48939 -0.41312
H34 -0.23111 -3.37623 -2.19940
C22 -0.59424 -0.32976 -2.67157
H35 0.21536 -0.36076 -3.41328
H36 -0.83688 0.71932 -2.44896
H37 -1.48391 -0.81930 -3.09511
C23 1.84724 1.70867 2.27049
H38 1.08067 2.23940 2.85369
H39 2.70554 2.36832 2.10369
H40 2.15900 0.81849 2.83304
C24 0.30909 2.54205 -0.16197
H41 -0.66460 2.25166 -0.58355
H42 0.94644 2.85246 -0.98777
H43 0.15934 3.39504 0.50958
Se1 0.53536 -1.72638 2.08432
C25 -0.17950 -3.55893 2.27435
C26 0.58761 -4.61035 1.73916
C27 0.25230 -5.93965 2.01000
C28 -0.87383 -6.23973 2.78912
C29 -1.65822 -5.19803 3.29601
C30 -1.28450 -3.86514 3.08280
H44 1.47448 -4.36826 1.15547
H45 0.88089 -6.74711 1.63362
H46 -1.12757 -7.27602 3.02102
H47 -2.55129 -5.41317 3.88460
H48 -1.81298 -3.05356 3.58105